{
  "formula": "C50H48BrN6OS3SeSiTl",
  "method": "wB97M-V/def2-TZVPD",
  "species": ["Tl", "S", "C", "C", "C", "C", "C", "C", "S", "H", "H", "H", "H", "N", "C", "C", "C", "C", "C", "C", "S", "N", "C", "C", "C", "C", "C", "C", "N", "H", "H", "H", "H", "H", "H", "H", "H", "H", "C", "N", "C", "C", "N", "C", "C", "Se", "H", "H", "H", "H", "H", "H", "H", "H", "C", "C", "C", "C", "C", "C", "C", "O", "C", "C", "C", "H", "H", "H", "H", "H", "H", "H", "H", "H", "H", "H", "H", "Br", "C", "C", "C", "C", "N", "C", "H", "H", "H", "H", "C", "C", "C", "C", "C", "C", "Si", "C", "C", "C", "C", "C", "C", "H", "H", "H", "H", "H", "H", "H", "H", "H", "H", "H"],
  "coordinates": [[0.511833, 0.203050, 0.374321], [-0.776648, 2.361261, 1.035464], [-0.269217, 2.810694, 2.654245], [-0.988172, 3.856302, 3.260970], [-0.657479, 4.333491, 4.516386], [0.387324, 3.738749, 5.220510], [1.075915, 2.680727, 4.653020], [0.779975, 2.203691, 3.361334], [1.707692, 0.873536, 2.713511], [-1.810856, 4.303261, 2.710699], [-1.208594, 5.164781, 4.941793], [0.659558, 4.097249, 6.207508], [1.880560, 2.197935, 5.197273], [-1.121954, -2.616421, -3.663704], [-0.574407, -3.918066, -3.609227], [-0.444085, -4.678536, -4.761794], [0.069505, -5.968887, -4.695084], [0.479345, -6.493395, -3.479703], [0.372415, -5.720744, -2.327826], [-0.169413, -4.446413, -2.389757], [-0.371248, -3.471559, -0.934706], [-0.447540, -1.899406, -1.534351], [-0.826867, -1.646814, -2.718844], [-1.086338, -0.205702, -3.081448], [-1.689160, 0.173163, -4.275289], [-2.038657, 1.502576, -4.468671], [-1.796723, 2.407816, -3.457262], [-1.178020, 1.949332, -2.302793], [-0.804998, 0.683255, -2.129283], [-1.377858, -2.305461, -4.578329], [-0.760178, -4.263495, -5.713260], [0.149366, -6.558922, -5.599475], [0.882321, -7.496932, -3.422913], [0.700430, -6.111257, -1.368937], [-1.936414, -0.535089, -5.050995], [-2.512125, 1.811822, -5.392666], [-2.073672, 3.449402, -3.548672], [-0.951365, 2.628310, -1.488351], [-3.996275, -3.458027, 0.423494], [-3.951115, -2.548514, 1.553314], [-4.128457, -2.904042, 2.882044], [-3.916484, -1.796727, 3.613704], [-3.607669, -0.778612, 2.727617], [-3.265033, 0.592876, 3.092244], [-3.613978, -1.236591, 1.452214], [-3.274416, -0.273786, -0.084321], [-4.372951, -4.418340, 0.770391], [-3.002405, -3.577496, 0.002880], [-4.648304, -3.055978, -0.346467], [-4.388051, -3.904959, 3.185232], [-3.965209, -1.639569, 4.678220], [-3.226138, 0.659126, 4.177326], [-4.010855, 1.281106, 2.700694], [-2.302933, 0.865297, 2.666084], [4.527586, -3.075212, 5.724015], [3.313497, -3.069078, 4.829773], [2.282483, -2.162283, 5.028090], [1.170969, -2.117099, 4.195175], [0.052299, -1.161527, 4.520101], [1.101239, -3.034950, 3.134206], [0.024049, -3.005752, 2.135875], [-0.624537, -2.040283, 1.798496], [2.103067, -4.007672, 2.951998], [2.019555, -5.053261, 1.858492], [3.200814, -3.996756, 3.794960], [4.453068, -2.312038, 6.499306], [5.434683, -2.885844, 5.145335], [4.646383, -4.046523, 6.209351], [2.356388, -1.438324, 5.834748], [0.341828, -0.512133, 5.345813], [-0.840318, -1.723699, 4.808580], [-0.202058, -0.535822, 3.665456], [-0.178175, -3.966225, 1.627977], [1.107470, -5.649302, 1.942343], [2.868995, -5.731140, 1.926598], [2.035480, -4.605413, 0.860434], [3.990060, -4.729826, 3.646825], [4.109121, 5.402082, 0.612387], [3.339206, 4.215095, -0.633691], [3.622174, 4.326980, -1.979024], [3.016187, 3.431189, -2.848963], [2.157081, 2.474842, -2.330847], [1.883049, 2.373495, -1.026690], [2.475287, 3.227012, -0.188101], [4.300283, 5.090509, -2.339438], [3.205886, 3.477193, -3.914765], [1.667971, 1.760111, -2.983649], [2.237114, 3.121553, 0.866373], [4.618420, -5.003236, -0.698031], [3.777956, -4.551994, -1.708654], [3.196158, -3.293186, -1.618386], [3.445664, -2.458264, -0.525107], [4.292693, -2.932527, 0.483844], [4.873491, -4.191106, 0.399342], [2.840878, -0.681108, -0.546556], [4.261339, 0.347117, 0.077583], [4.658043, 0.396030, 1.416316], [5.768585, 1.133974, 1.800509], [6.503862, 1.834518, 0.850192], [6.130321, 1.786727, -0.485775], [5.015444, 1.050568, -0.865853], [5.083436, -5.979238, -0.773701], [3.583060, -5.175322, -2.573848], [2.557024, -2.947604, -2.425437], [4.512779, -2.309966, 1.343582], [5.537182, -4.532254, 1.186187], [2.649498, -0.361277, -1.982716], [4.087822, -0.123690, 2.179801], [6.048132, 1.175905, 2.847090], [7.358779, 2.427938, 1.152582], [6.698903, 2.332045, -1.230054], [4.730278, 1.022309, -1.914674]],
  "forces_ev_per_angstrom": [[0.6, 0.9, 0.7], [-0.1, -0.5, -0.4], [-0.1, 0.1, 0.2], [0.0, -0.1, -0.1], [0.0, 0.0, 0.0], [0.0, -0.1, -0.1], [-0.1, 0.0, -0.1], [0.0, -0.1, 0.2], [0.3, 0.2, -0.1], [0.1, 0.0, 0.0], [0.0, -0.1, 0.0], [0.0, 0.0, -0.1], [0.0, 0.0, 0.0], [0.0, -0.1, 0.2], [0.0, 0.1, -0.1], [0.0, 0.0, 0.0], [0.0, 0.0, 0.0], [0.0, 0.0, 0.0], [0.0, 0.0, 0.0], [0.1, 0.0, 0.0], [-0.1, 0.0, -0.2], [0.2, 0.1, 0.1], [-0.1, 0.0, -0.1], [-0.1, -0.2, 0.1], [-0.1, 0.0, 0.0], [0.0, -0.1, 0.0], [0.0, 0.1, 0.0], [0.3, -0.1, 0.0], [-0.1, 0.2, 0.1], [0.0, 0.1, -0.2], [0.0, 0.0, 0.0], [0.0, 0.0, 0.0], [0.0, 0.0, 0.0], [0.0, 0.0, -0.1], [0.0, -0.1, 0.0], [0.0, 0.0, 0.0], [0.0, 0.0, 0.0], [0.0, 0.0, 0.0], [-0.1, 0.0, 0.1], [0.1, -0.1, 0.0], [0.0, -0.1, -0.3], [0.1, 0.3, -0.1], [0.2, 0.2, 0.1], [-0.1, -0.2, 0.0], [-0.2, -0.1, 0.2], [-0.1, -0.3, 0.2], [0.0, 0.0, 0.0], [0.1, 0.0, 0.0], [-0.1, 0.0, 0.0], [0.0, 0.1, -0.1], [0.0, 0.0, -0.1], [0.0, 0.0, 0.0], [0.0, 0.0, 0.0], [0.0, 0.0, 0.0], [-0.1, 0.0, 0.0], [0.1, -0.1, 0.0], [0.1, 0.1, 0.0], [-0.1, 0.0, 0.1], [-0.1, -0.1, -0.1], [0.0, 0.0, -0.1], [0.1, -0.4, 0.2], [-0.2, 0.4, -0.1], [0.0, -0.1, 0.0], [0.0, 0.1, 0.0], [0.1, 0.0, 0.0], [0.0, 0.0, 0.0], [0.0, 0.0, 0.0], [0.0, 0.0, 0.0], [0.0, -0.1, 0.0], [0.0, 0.0, 0.0], [0.0, 0.0, 0.0], [0.0, -0.1, 0.2], [0.0, 0.0, 0.2], [0.0, 0.0, 0.0], [0.0, 0.0, 0.0], [0.0, 0.0, 0.1], [-0.1, 0.0, 0.0], [0.0, 0.0, 0.0], [0.0, 0.0, 0.1], [0.0, 0.0, -0.2], [0.0, 0.0, 0.0], [0.0, 0.1, 0.2], [0.4, 0.1, -0.2], [-0.3, -0.1, 0.0], [0.0, 0.0, 0.0], [0.0, 0.0, 0.1], [0.0, 0.0, 0.0], [0.0, -0.1, 0.0], [0.0, 0.1, 0.0], [0.0, 0.0, 0.0], [0.0, 0.0, 0.0], [-0.1, -0.2, 0.1], [-0.1, 0.0, 0.0], [0.0, 0.1, 0.0], [-0.5, -0.1, -0.3], [0.0, 0.2, 0.1], [0.1, 0.0, 0.0], [0.0, 0.0, -0.1], [-0.1, 0.0, 0.0], [0.0, 0.0, 0.0], [0.0, -0.1, 0.0], [0.0, 0.0, 0.0], [0.0, 0.0, 0.0], [0.0, 0.0, 0.0], [0.0, 0.0, 0.0], [0.0, 0.0, 0.0], [0.0, 0.0, -0.1], [0.1, 0.1, -0.1], [0.0, 0.0, -0.1], [0.0, 0.0, 0.0], [0.0, 0.0, 0.0], [0.0, 0.0, 0.1]],
  "lowdin_charge": [0.464, 0.585, -0.684, -0.144, -0.114, -0.112, -0.134, -0.682, 0.594, 0.093, 0.094, 0.094, 0.091, 0.128, -0.241, -0.024, -0.086, -0.091, -0.101, -0.436, 1.016, -0.246, -0.354, -0.211, -0.008, -0.051, -0.034, -0.159, 0.061, 0.109, 0.113, 0.104, 0.104, 0.109, 0.102, 0.112, 0.113, 0.045, -0.044, -0.126, -0.055, -0.058, -0.114, -0.031, -0.734, 0.624, 0.090, 0.040, 0.076, 0.117, 0.120, 0.096, 0.093, 0.029, -0.044, -0.248, -0.003, -0.207, -0.071, -0.098, -0.238, -0.059, -0.199, -0.046, -0.017, 0.075, 0.082, 0.082, 0.120, 0.080, 0.087, 0.018, 0.076, 0.085, 0.077, 0.057, 0.118, 0.763, -0.670, -0.112, -0.055, -0.166, 0.022, -0.182, 0.107, 0.107, 0.099, 0.084, -0.090, -0.088, -0.124, -0.308, -0.097, -0.097, 0.645, -0.336, -0.148, -0.070, -0.086, -0.089, -0.119, 0.102, 0.101, 0.093, 0.096, 0.106, -0.010, 0.049, 0.106, 0.102, 0.103, 0.094],
  "energy_ha": -8969.92190,
  "total_charge": 0
}


{
  "formula": "C50H48Cl2LaN12O3STe",
  "method": "wB97M-V/def2-TZVPD",
  "species": ["La", "S", "C", "C", "C", "C", "C", "N", "H", "H", "H", "H", "N", "C", "C", "N", "C", "C", "N", "C", "C", "N", "H", "H", "H", "H", "H", "H", "Cl", "C", "C", "C", "Cl", "C", "O", "C", "C", "O", "C", "H", "H", "H", "N", "N", "N", "C", "N", "N", "H", "H", "H", "N", "C", "C", "C", "C", "C", "C", "H", "H", "H", "H", "H", "C", "C", "C", "C", "C", "C", "Te", "N", "C", "O", "C", "C", "C", "C", "C", "C", "C", "C", "C", "C", "C", "C", "C", "C", "C", "C", "C", "C", "H", "H", "H", "H", "H", "H", "H", "H", "H", "H", "H", "H", "H", "H", "H", "H", "H", "H", "H", "H", "H", "H", "H", "H", "H", "H", "H"],
  "coordinates": [[-2.038126, -0.680434, -0.220522], [-4.617347, 2.469305, 2.804572], [-2.955638, 2.243132, 3.259108], [-2.422694, 3.030667, 4.318380], [-1.126562, 2.888392, 4.729721], [-0.321208, 1.934687, 4.094486], [-0.902874, 1.194166, 3.084470], [-2.166435, 1.328712, 2.654489], [-3.089435, 3.746254, 4.780587], [-0.736821, 3.506557, 5.531765], [0.725214, 1.797727, 4.341216], [-0.301322, 0.460659, 2.548412], [-6.350661, -0.024410, 0.744741], [-6.464283, -1.191371, 1.462816], [-5.188353, -1.587483, 1.715324], [-4.303489, -0.688309, 1.176278], [-5.036274, 0.232918, 0.599794], [-4.528795, 1.310984, -0.255624], [-3.264181, 1.524891, -0.542212], [-3.248678, 2.516116, -1.492742], [-4.516582, 2.913813, -1.763401], [-5.324614, 2.132379, -0.966143], [-7.113600, 0.505237, 0.367975], [-7.417235, -1.616953, 1.717140], [-4.841861, -2.450232, 2.254125], [-2.323200, 2.855222, -1.925427], [-4.915722, 3.642562, -2.443900], [-6.326622, 2.116794, -0.992632], [-5.379393, -4.755960, -6.001934], [-4.983852, -3.701598, -4.634550], [-5.829786, -2.647733, -4.340873], [-5.485903, -1.833408, -3.253669], [-6.574729, -0.475782, -2.917580], [-4.372355, -2.013109, -2.436701], [-4.103964, -1.248245, -1.442357], [-3.517845, -3.149664, -2.772025], [-2.359691, -3.465483, -2.047810], [-1.952372, -2.899380, -0.937768], [-3.856263, -3.958935, -3.889935], [-6.717067, -2.452972, -4.923944], [-1.738713, -4.272685, -2.449188], [-3.213104, -4.790757, -4.150592], [-0.075222, -1.242792, 5.367720], [-1.392856, -1.340205, 4.918849], [-2.367934, -0.631429, 5.426754], [-3.393099, -1.075775, 4.705853], [-3.033602, -2.027963, 3.833488], [-1.731206, -2.167556, 3.980104], [0.124144, -0.243453, 5.325493], [0.481373, -1.705299, 4.644471], [-4.389682, -0.680184, 4.791767], [0.472847, -0.833784, 0.836266], [0.916761, -1.893320, 1.640505], [0.206560, -3.112015, 1.618248], [0.577512, -4.181878, 2.413423], [1.661717, -4.091246, 3.279311], [2.342530, -2.883478, 3.360498], [1.966246, -1.801967, 2.572471], [-0.682168, -3.202164, 0.997314], [-0.004266, -5.095011, 2.364878], [1.951232, -4.932646, 3.896616], [3.171129, -2.769302, 4.051066], [2.496585, -0.866596, 2.675270], [7.580822, -0.221159, 2.370710], [6.208114, -0.211806, 1.751127], [5.807273, -1.202836, 0.865757], [4.531122, -1.208980, 0.303743], [4.189305, -2.367808, -0.609803], [3.610205, -0.191256, 0.609954], [1.678220, -0.281246, -0.659459], [-0.200266, 0.138211, -1.502901], [-0.599706, -0.167290, -2.727278], [-1.815878, -0.207670, -3.025139], [0.433021, -0.428285, -3.800277], [0.648436, 0.529908, -4.785805], [1.629380, 0.341877, -5.749536], [2.391517, -0.820047, -5.752959], [2.160315, -1.793251, -4.789764], [1.189761, -1.595365, -3.816768], [2.032858, 1.812672, -1.055129], [3.066603, 2.073620, -1.960376], [3.959144, 0.998264, -2.528040], [3.262100, 3.379106, -2.412438], [2.450398, 4.425022, -2.008363], [2.662823, 5.823181, -2.525464], [1.419159, 4.140114, -1.124765], [1.185855, 2.855255, -0.644830], [0.056304, 2.667693, 0.334086], [3.995337, 0.772479, 1.543484], [3.024823, 1.778963, 2.100611], [5.281741, 0.763586, 2.083878], [8.256829, -0.876736, 1.819668], [7.549329, -0.575377, 3.404281], [8.016966, 0.779611, 2.383362], [6.502646, -1.997738, 0.608775], [5.003875, -3.093818, -0.620595], [4.008064, -2.049016, -1.639297], [3.289581, -2.890080, -0.275111], [0.041926, 1.427224, -4.783950], [1.794909, 1.101730, -6.504176], [3.158230, -0.967555, -6.504143], [2.737589, -2.710273, -4.791589], [1.002226, -2.361386, -3.072680], [3.403791, 0.338211, -3.200723], [4.410286, 0.384323, -1.747717], [4.767353, 1.452853, -3.102677], [4.065030, 3.569302, -3.118701], [3.593904, 5.896248, -3.088624], [2.703762, 6.547609, -1.709536], [1.848235, 6.127830, -3.186929], [0.760103, 4.939463, -0.797132], [-0.805233, 3.284422, 0.078151], [0.357311, 2.930308, 1.350174], [-0.263033, 1.632096, 0.335397], [2.176004, 1.952312, 1.448878], [3.508831, 2.737949, 2.295735], [2.621171, 1.413911, 3.050212], [5.555345, 1.535368, 2.800419]],
  "forces_ev_per_angstrom": [[-0.3, -1.0, 0.2], [0.2, 0.0, 0.2], [-0.3, 0.0, 0.0], [-0.1, 0.1, 0.0], [0.1, -0.1, 0.0], [-0.1, 0.0, 0.1], [0.0, 0.0, -0.1], [0.3, -0.2, -0.1], [0.0, 0.0, 0.0], [0.0, 0.0, 0.0], [0.0, 0.0, 0.0], [0.0, 0.0, 0.0], [-0.1, 0.0, 0.0], [0.0, 0.0, 0.0], [0.0, 0.1, 0.0], [-0.3, 0.1, 0.2], [0.0, 0.3, -0.3], [-0.2, -0.2, 0.2], [-0.4, 0.4, -0.1], [0.1, 0.0, 0.1], [0.0, 0.0, 0.0], [0.0, 0.1, 0.0], [0.0, 0.0, 0.0], [0.0, 0.0, 0.0], [0.0, 0.0, 0.0], [0.0, 0.0, 0.0], [0.0, 0.0, 0.0], [0.0, 0.0, 0.0], [0.0, 0.1, 0.1], [0.0, -0.1, 0.0], [0.0, 0.1, 0.0], [-0.4, 0.0, -0.2], [0.1, -0.1, 0.0], [0.3, -0.1, 0.2], [-0.1, 0.1, -0.1], [0.0, -0.1, -0.2], [-0.1, 0.2, 0.4], [0.3, -0.3, -0.4], [0.0, 0.0, 0.0], [0.0, 0.0, 0.0], [0.0, -0.1, 0.0], [0.0, 0.0, 0.0], [-0.2, 0.1, -0.1], [0.3, 0.0, 0.1], [-0.1, 0.0, 0.0], [0.0, 0.0, -0.1], [0.2, 0.1, 0.2], [-0.2, -0.2, -0.1], [0.1, 0.0, 0.0], [0.0, 0.0, 0.1], [0.0, 0.0, 0.0], [0.0, 0.0, -0.1], [-0.1, 0.1, 0.0], [-0.1, 0.0, 0.1], [0.0, 0.0, 0.0], [0.0, 0.0, 0.0], [0.0, 0.0, 0.0], [0.1, 0.1, 0.1], [0.3, -0.1, -0.1], [0.0, 0.0, 0.0], [0.0, 0.0, 0.0], [0.0, 0.0, 0.0], [0.0, 0.0, 0.0], [0.0, 0.0, 0.0], [0.0, 0.0, 0.0], [0.0, 0.0, 0.0], [0.1, 0.0, 0.0], [-0.1, 0.0, 0.0], [-0.1, -0.3, 0.0], [0.1, -0.1, 0.0], [0.4, 0.2, -0.5], [0.3, 0.3, 0.4], [0.0, 0.0, 0.0], [-0.1, 0.0, -0.1], [0.1, 0.0, 0.0], [0.0, 0.0, 0.0], [0.0, 0.0, 0.0], [0.0, 0.0, 0.0], [0.0, -0.1, 0.0], [-0.1, 0.0, 0.0], [0.0, 0.1, 0.0], [0.0, 0.0, 0.0], [0.0, 0.0, 0.0], [0.0, 0.0, 0.0], [0.0, 0.0, 0.0], [0.0, 0.0, 0.0], [0.1, 0.1, 0.0], [0.1, -0.1, -0.2], [0.1, 0.1, 0.0], [-0.1, 0.0, 0.0], [0.0, 0.1, 0.0], [0.0, 0.0, 0.0], [0.0, 0.0, 0.0], [0.0, 0.0, 0.0], [0.0, 0.0, 0.0], [0.0, 0.0, 0.0], [0.0, 0.0, 0.0], [0.0, 0.0, 0.0], [0.0, 0.0, 0.0], [0.0, 0.0, 0.0], [0.0, 0.0, 0.0], [0.0, 0.0, 0.0], [0.0, 0.0, 0.0], [0.0, 0.0, 0.0], [0.0, 0.0, 0.0], [0.0, 0.0, 0.0], [0.0, 0.0, 0.0], [0.0, 0.0, 0.0], [0.0, 0.0, 0.0], [0.0, 0.0, 0.0], [0.0, 0.0, 0.0], [0.0, 0.0, 0.0], [0.0, 0.0, 0.0], [0.0, 0.0, 0.2], [0.1, -0.1, 0.0], [0.0, 0.0, 0.0], [0.0, 0.0, 0.0], [0.0, 0.0, 0.0]],
  "lowdin_charge": [2.033, 0.428, -0.827, -0.156, -0.110, -0.138, -0.226, 0.034, 0.072, 0.091, 0.075, 0.064, 0.120, -0.077, -0.137, -0.004, -0.403, -0.360, -0.009, -0.114, -0.075, 0.119, 0.140, 0.099, 0.082, 0.107, 0.102, 0.136, 0.542, -0.697, -0.194, -0.563, 0.598, -0.405, -0.253, -0.156, -0.244, -0.366, -0.103, 0.076, 0.101, 0.093, 0.147, -0.293, 0.129, -0.222, 0.026, 0.079, 0.063, 0.060, 0.098, -0.406, -0.455, -0.066, -0.111, -0.131, -0.124, -0.083, 0.074, 0.097, 0.083, 0.095, 0.082, -0.070, -0.286, -0.032, -0.321, -0.093, -0.278, 1.778, -0.398, -0.676, -0.050, -0.167, -0.027, -0.100, -0.121, -0.101, -0.069, -0.273, -0.280, -0.060, -0.027, -0.280, -0.065, -0.018, -0.277, -0.067, -0.298, -0.043, -0.030, 0.065, 0.073, 0.069, 0.103, 0.067, 0.052, 0.068, 0.118, 0.092, 0.089, 0.096, 0.111, 0.060, 0.053, 0.076, 0.105, 0.065, 0.072, 0.075, 0.119, 0.081, 0.078, 0.003, 0.032, 0.085, 0.069, 0.112],
  "energy_ha": -4435.22638,
  "multiplicity": 2,
  "total_charge": -2
}